Computed, not measured: a 2-piece molecular cluster, C11H20N4O3 overall in a non-equilibrium geometry, with ωB97M-V with the def2-TZVPD basis set.

Computed properties:
HOMO	-8.0	eV
energy above the lowest of the compared OMol25 structures with the same formula, charge and spin	143.41	kJ/mol
E_LUMO	0.015	hartree
orbital gap	8.41	eV
2S+1	1
SMILES	CNC(=O)CNC(C)=O.Cc1nccn1CCO
electronic energy	-23834.8068	eV

Geometry as XYZ:
```
38
C11H20N4O3, DFT ωB97M-V with the def2-TZVPD basis set
C -4.9143 1.1468 -0.0039
N -3.7177 1.0487 0.8309
C -2.4946 0.6609 0.4561
O -1.6047 0.5925 1.2914
C -2.1818 0.3184 -1.0072
N -2.2119 1.4808 -1.9047
C -3.1341 1.7013 -2.8416
C -2.9774 2.9658 -3.6533
O -4.0738 0.9490 -3.0568
H -4.8632 2.0360 -0.6337
H -5.8021 1.2159 0.6256
H -5.0096 0.2666 -0.6430
H -3.8117 1.2568 1.8137
H -1.1890 -0.1296 -1.0432
H -2.8943 -0.4360 -1.3423
H -1.4877 2.1705 -1.7932
H -2.0333 2.9313 -4.1933
H -3.7996 3.0330 -4.3652
H -2.9987 3.8288 -2.9904
C 4.3121 -2.3133 3.1286
C 3.0839 -1.5991 2.6550
N 1.9805 -1.5546 3.3587
C 1.0792 -0.8198 2.6026
C 1.6595 -0.4105 1.4372
N 2.9502 -0.9020 1.4577
C 3.9615 -0.7512 0.3984
C 4.0235 -1.9841 -0.5076
O 2.7748 -2.1992 -1.1734
H 4.1721 -2.6630 4.1554
H 5.1749 -1.6436 3.0987
H 4.5127 -3.1765 2.4896
H 0.0578 -0.6038 2.9004
H 1.1721 0.1748 0.6662
H 4.9422 -0.5869 0.8546
H 3.7347 0.1333 -0.2034
H 4.2752 -2.8686 0.0849
H 4.8141 -1.8459 -1.2517
H 2.5182 -1.4233 -1.6976
```